C19H32Cl2MgN3O4 as an isolated structure, computed with ωB97M-V with the def2-TZVPD basis set.

Computed properties:
* highest occupied orbital energy (alpha / beta): -0.12879 / 0.00840 Ha
* charge: -1
* HOMO-LUMO gap (alpha / beta): 5.169 / 1.427 eV

```
61
Properties=species:S:1:pos:R:3:mulliken_charge:R:1
O 2.63 -0.12 -1.63 -0.53
C 3.33 0.47 -2.42 -0.38
C 4.54 -0.12 -3.08 0.59
C 4.60 -1.52 -3.15 -0.57
H 3.69 -2.11 -2.99 0.23
C 5.83 -2.15 -3.39 -0.21
H 5.87 -3.25 -3.38 0.32
C 6.98 -1.38 -3.62 -0.62
H 7.95 -1.89 -3.75 0.30
C 6.87 0.02 -3.69 -0.25
H 7.77 0.60 -3.93 0.33
C 5.65 0.65 -3.45 -0.59
H 5.54 1.73 -3.54 0.27
H 3.17 1.54 -2.69 0.19
C 2.01 0.95 2.39 -0.98
C 0.68 1.37 2.74 0.14
H 2.78 1.28 3.11 0.35
H 2.26 1.29 1.37 0.22
H 1.98 -0.16 2.29 0.18
C -0.26 1.79 3.53 0.30
C -0.07 2.38 4.92 -1.32
H -1.31 1.71 3.26 0.25
H 0.99 2.42 5.19 0.33
H -0.60 1.79 5.68 0.28
H -0.48 3.40 4.98 0.28
Mg -0.90 -0.38 0.60 1.39
Cl 0.71 -2.06 1.04 -0.67
Cl 0.36 1.12 -0.78 -0.72
H -0.08 -2.88 -2.92 0.36
H -0.96 -5.08 -2.03 0.32
C -0.23 -2.44 -1.94 -1.12
C -1.11 -4.59 -1.06 -0.93
N -1.29 -3.17 -1.26 0.38
H -0.46 -1.38 -2.02 0.20
C -2.35 -2.55 -0.75 -0.02
O -2.41 -1.31 -0.56 -0.66
H -2.00 -5.00 -0.58 0.33
H -3.21 -3.21 -0.53 0.35
H 0.68 -2.53 -1.35 0.47
H -0.24 -4.78 -0.43 0.27
H -4.75 3.73 0.31 0.31
H -4.20 3.57 -2.27 0.31
C -3.67 3.75 0.47 -0.91
C -3.15 3.58 -1.97 -0.94
N -3.01 3.05 -0.63 0.33
H -3.42 3.28 1.42 0.22
C -2.29 1.96 -0.43 0.34
O -2.22 1.32 0.66 -0.77
H -2.57 2.95 -2.65 0.28
H -1.71 1.62 -1.30 0.13
H -3.33 4.79 0.47 0.34
H -2.77 4.60 -2.01 0.35
C -3.44 -1.51 4.03 -1.12
C -3.05 -0.90 2.71 0.73
N -4.07 -0.35 2.01 -0.32
O -1.88 -0.92 2.29 -0.65
H -4.53 -1.45 4.18 0.40
H -2.93 -0.98 4.84 0.25
H -3.12 -2.55 4.04 0.26
H -3.83 0.22 1.20 0.17
H -4.96 -0.21 2.45 0.22
```

***

A 11-piece molecular cluster, C40H52Cl8F4O6 overall, computed with ωB97M-V with the def2-TZVPD basis set.

Computed properties:
* structure (SMILES): CCOC(C)=O.CCOC(C)=O.CCOC(C)=O.Fc1ccccc1.Fc1ccccc1.Fc1ccccc1.Fc1ccccc1.ClCCl.ClCCl.ClCCl.ClCCl
* highest occupied orbital energy: -0.34004 Ha
* HOMO-LUMO gap: 9.566 eV

```
110
Properties=species:S:1:pos:R:3:mulliken_charge:R:1
C 1.16 3.34 0.59 -1.59
C 1.42 1.91 0.98 1.16
O 0.43 0.93 0.68 0.11
C 0.37 0.55 -0.63 -0.07
C -0.67 -0.50 -0.89 0.94
O 1.14 1.03 -1.42 -0.68
H 1.21 3.48 -0.47 0.48
H 2.04 3.93 0.99 0.38
H 0.28 3.79 1.07 0.31
H 2.38 1.56 0.61 -0.64
H 1.40 1.89 2.06 0.00
H -1.13 -0.91 -0.02 -0.39
H -0.40 -1.39 -1.48 -0.45
H -1.53 0.03 -1.35 0.35
C 4.43 0.16 2.95 -0.72
C 4.85 0.28 1.48 -0.62
O 3.94 -0.28 0.54 0.09
C 3.77 -1.61 0.39 0.32
C 2.90 -1.86 -0.79 -0.09
O 4.28 -2.44 1.12 -0.67
H 4.11 -0.89 3.20 0.14
H 3.67 0.90 3.18 0.08
H 5.36 0.34 3.53 0.47
H 4.96 1.28 1.12 0.33
H 5.76 -0.26 1.30 0.54
H 3.45 -1.60 -1.66 0.43
H 1.97 -1.29 -0.73 -0.44
H 2.67 -2.93 -0.78 0.25
C -4.72 -4.60 1.31 -1.51
C -4.38 -3.17 1.05 0.73
O -4.74 -2.82 -0.29 -0.38
C -4.53 -1.53 -0.62 0.76
C -5.27 -1.03 -1.87 -1.34
O -3.77 -0.88 0.03 -0.22
H -5.77 -4.78 1.55 0.40
H -4.21 -4.91 2.23 0.35
H -4.45 -5.14 0.40 0.31
H -4.89 -2.52 1.78 0.36
H -3.31 -3.04 1.14 -0.34
H -6.33 -1.12 -1.65 0.34
H -4.92 -1.62 -2.73 0.33
H -4.99 0.01 -1.93 0.29
F 1.41 -5.02 3.73 -0.40
C 0.84 -3.86 3.40 0.44
C 1.66 -2.82 3.04 -0.76
C 1.06 -1.63 2.66 0.63
C -0.29 -1.47 2.80 -0.98
C -1.08 -2.53 3.19 -0.10
C -0.53 -3.76 3.50 -0.77
H 2.69 -3.01 2.90 0.50
H 1.69 -0.86 2.23 -0.06
H -0.81 -0.55 2.54 0.49
H -2.15 -2.31 3.25 0.49
H -1.09 -4.58 3.99 0.42
F 0.04 6.48 -0.36 -0.33
C 1.35 6.85 -0.34 0.52
C 2.10 6.52 -1.46 -0.38
C 3.35 7.04 -1.54 -0.42
C 3.91 7.78 -0.47 -0.68
C 3.14 8.00 0.65 -0.33
C 1.82 7.54 0.72 -0.60
H 1.66 5.97 -2.30 0.39
H 3.92 6.91 -2.42 0.44
H 4.86 8.20 -0.57 0.48
H 3.63 8.54 1.48 0.33
H 1.22 7.77 1.54 0.58
F -2.59 -5.37 -2.66 -0.43
C -1.48 -5.25 -1.86 -0.39
C -0.60 -6.34 -1.78 -0.71
C 0.53 -6.22 -0.99 -0.56
C 0.75 -5.08 -0.25 -0.86
C -0.20 -4.07 -0.26 0.56
C -1.35 -4.13 -1.04 0.24
H -0.75 -7.15 -2.49 0.41
H 1.34 -6.95 -1.05 0.35
H 1.65 -5.06 0.35 0.49
H -0.02 -3.13 0.32 0.18
H -2.18 -3.40 -1.05 0.78
F -3.42 -2.35 -4.64 -0.41
C -2.10 -2.05 -4.57 0.38
C -1.26 -3.10 -4.32 -0.29
C 0.11 -2.85 -4.14 -0.51
C 0.54 -1.54 -4.33 -0.45
C -0.34 -0.48 -4.66 -0.53
C -1.68 -0.77 -4.78 -0.39
H -1.66 -4.12 -4.19 0.51
H 0.82 -3.67 -4.02 0.43
H 1.62 -1.34 -4.24 0.33
H -0.01 0.54 -4.75 0.44
H -2.30 0.05 -5.10 0.44
Cl 2.86 3.63 4.44 -0.17
C 1.19 4.08 4.17 0.40
Cl 0.66 5.18 5.39 -0.18
H 1.22 4.58 3.23 -0.22
H 0.55 3.23 4.21 0.17
Cl 5.82 0.84 -2.25 -0.17
C 4.22 1.57 -1.94 0.69
Cl 4.30 3.20 -1.05 -0.17
H 3.79 1.77 -2.92 0.40
H 3.62 0.97 -1.27 -0.81
Cl -4.80 5.03 0.64 -0.16
C -3.31 4.50 -0.14 -0.15
Cl -2.74 3.11 0.76 -0.06
H -3.47 4.20 -1.18 0.29
H -2.48 5.24 -0.08 0.09
Cl -7.13 0.02 0.82 -0.18
C -5.83 1.12 1.21 0.30
Cl -4.95 0.72 2.62 -0.16
H -5.10 1.17 0.43 -0.33
H -6.18 2.16 1.22 0.38
```

***

Total energy for the records above, in order: -63374.47912 -165658.06019 eV
F_max for the records above, in order: 3.9 2.0 eV/Å